DFT (the ωB97M-V functional and the def2-TZVPD basis) results for a molecular structure, C21H27F4N2O2STeV at a distorted geometry.

Element x y z (Å)
H -1.817 3.953 0.159
C 4.817 -3.012 1.489
C 1.774 1.876 -4.585
C 4.508 -2.227 2.534
O -0.035 -1.545 1.237
C -1.440 -2.647 -1.067
H -3.874 -1.648 -1.596
H -0.576 4.351 3.256
C 3.148 -0.872 1.109
H -0.390 2.133 2.401
S -2.367 1.943 1.247
C -2.896 -2.086 0.920
C -2.596 4.547 2.136
H -2.428 5.583 1.887
H -0.016 -2.878 -2.673
F 2.596 -1.263 -2.975
Te 2.130 0.903 0.489
H 5.544 -3.843 1.580
C -1.392 2.381 2.738
H 1.270 -1.177 2.825
H -1.945 3.918 4.154
C -2.601 3.695 0.920
H -3.306 -3.096 0.699
H 2.805 -1.617 -0.893
H 3.423 -0.480 3.163
C 2.548 0.893 -3.951
C 4.217 -2.878 0.238
F -1.438 1.313 -2.918
H -1.430 -1.820 -3.150
F 3.863 0.700 -4.215
H -0.097 -2.185 3.160
C -0.171 1.161 -3.350
N -2.144 -1.603 -0.288
H -2.078 -2.230 1.666
H -3.558 3.728 0.413
C 0.551 -0.022 -2.963
H -3.655 -1.369 1.180
V -0.422 -0.346 -0.214
C -0.712 -2.079 -2.344
O -1.441 1.474 0.068
N 0.078 -0.925 -2.008
H -3.726 -0.197 -0.576
H 4.844 -2.476 3.556
H -0.234 -0.366 2.909
F -0.006 3.398 -4.285
H 4.453 -3.561 -0.535
H -2.100 -3.508 -1.303
H 2.150 2.582 -5.310
C 1.901 -0.143 -3.327
H -0.627 -3.059 -0.431
C -1.591 3.902 3.078
C 0.218 -1.329 2.565
C -3.180 -0.895 -1.187
H -1.707 1.718 3.550
H -3.576 4.398 2.615
C 3.624 -1.133 2.378
C 0.483 2.138 -4.107
C 3.385 -1.778 0.048
H -2.758 -0.392 -2.117

Calculated values
Energy above the lowest of the compared OMol25 structures with the same formula, charge and spin (kcal per mole): 50.84
Electronic energy (hartree): -3085.97486
⟨S²⟩: 3.763
HOMO (spin up / spin down) (eV): -1.7 / -3.1
Multiplicity: 4
Frontier orbital gap (spin up / spin down) (eV): 3.703 / 5.024
LUMO (spin up / spin down) (eV): 1.96 / 1.92
Net charge: -1